Entry 1:
{"formula": "C18H42N4O6Pt", "method": "ωB97M-V/def2-TZVPD", "elements": ["C", "H", "H", "O", "H", "H", "C", "O", "H", "C", "H", "H", "C", "H", "C", "C", "O", "H", "C", "H", "H", "H", "H", "H", "Pt", "H", "C", "H", "C", "H", "N", "O", "H", "C", "H", "H", "C", "H", "O", "H", "H", "C", "H", "C", "H", "C", "H", "H", "H", "H", "C", "H", "C", "H", "H", "H", "H", "H", "H", "O", "H", "H", "H", "C", "N", "N", "H", "H", "N", "C", "H"], "coordinates": [[-0.804, 0.779, 1.834], [-1.019, -2.111, -3.609], [-0.964, 6.369, -0.663], [-1.346, 0.422, -0.567], [3.620, -2.157, 2.570], [0.429, 0.301, 0.198], [-2.845, 2.326, 4.310], [-0.531, -3.565, -5.568], [3.199, -3.619, -1.150], [1.977, 1.790, -2.253], [-0.908, -4.916, -1.498], [-1.877, 0.899, 1.988], [1.961, -3.826, 1.245], [1.603, -3.538, 2.251], [-0.590, 0.008, 0.523], [-0.222, -5.075, -2.327], [-1.699, 3.393, -2.083], [3.796, -1.027, 1.106], [-1.757, 4.311, -1.049], [0.790, -5.133, -1.917], [-4.108, 1.890, 2.233], [-1.670, -1.788, 0.680], [4.167, -2.223, -0.651], [-2.247, 2.868, 0.424], [-1.944, 1.369, -2.311], [1.665, 1.853, -3.299], [-4.418, 1.094, 2.929], [2.254, -1.207, 1.916], [-1.710, 3.821, 0.388], [-2.274, 4.560, 0.954], [-3.864, 1.320, 4.160], [1.625, -4.777, 0.578], [1.211, 1.132, -1.840], [-0.610, -1.501, 0.667], [-0.331, 0.325, 2.703], [-1.837, 1.942, 4.474], [3.693, -3.143, -0.308], [5.003, 0.589, -3.123], [-5.261, 0.242, 2.747], [-5.047, -0.165, 5.064], [-0.450, -6.044, -2.776], [3.960, 1.390, -0.957], [-1.275, -2.611, -1.933], [-0.630, -2.732, -2.803], [-0.314, 1.732, 1.634], [-4.272, 0.554, 5.306], [-4.722, 1.236, 6.037], [1.941, 2.788, -1.817], [4.155, 2.410, -0.630], [-0.702, 3.634, 0.753], [-0.274, -4.331, -4.658], [4.905, 0.845, -1.063], [3.989, 0.928, -3.404], [0.358, -2.422, -2.442], [-1.023, 5.878, -2.361], [4.556, -3.760, -0.028], [0.185, 5.241, -1.248], [-0.255, -1.919, 1.612], [-2.838, 3.016, 3.465], [3.502, 0.923, -4.508], [-3.456, 0.050, 5.826], [0.099, -5.361, -4.794], [3.378, 0.797, -0.252], [3.186, -1.721, 1.670], [-0.488, -4.066, -3.348], [3.358, 1.346, -2.280], [-2.766, 4.738, -1.213], [-3.089, 3.002, 5.138], [2.831, -2.877, 0.826], [-0.870, 5.523, -1.343], [-0.089, -2.017, -0.137]], "mulliken_spin": [0.03, 0.00, 0.00, 0.29, 0.00, 0.02, 0.00, 0.00, 0.00, 0.00, 0.00, -0.01, 0.00, 0.00, -0.03, 0.00, 0.36, 0.00, 0.00, 0.00, 0.00, 0.00, 0.00, 0.00, 1.29, 0.00, 0.00, 0.00, -0.01, 0.00, 0.00, 0.00, -0.01, 0.00, 0.00, 0.00, 0.00, 0.00, 0.00, 0.00, 0.00, 0.00, 0.00, 0.00, 0.00, 0.00, 0.00, 0.00, 0.00, 0.00, 0.00, 0.00, 0.00, 0.00, 0.00, 0.00, 0.00, 0.00, 0.00, 0.00, 0.00, 0.00, 0.00, 0.00, 0.00, 0.00, 0.03, 0.00, 0.00, 0.02, 0.00], "homo_lumo_gap_ev": [7.77, 6.29], "e_lumo_ha": [-0.0464, -0.0896], "spin_multiplicity": 3}

***

Entry 2:
{"formula": "C18H42N4O6Pt", "method": "ωB97M-V/def2-TZVPD", "elements": ["C", "H", "H", "H", "H", "H", "H", "H", "C", "H", "O", "H", "H", "H", "C", "C", "H", "H", "H", "H", "O", "C", "H", "H", "O", "H", "C", "H", "H", "H", "H", "C", "H", "H", "C", "H", "H", "H", "H", "C", "C", "C", "N", "H", "N", "H", "C", "C", "C", "O", "H", "H", "H", "C", "H", "H", "H", "Pt", "H", "C", "N", "H", "H", "C", "N", "C", "O", "H", "H", "O", "H"], "coordinates": [[-2.987, 2.447, -6.800], [-1.817, -3.413, -1.444], [-0.501, 0.333, 4.448], [-1.389, -0.371, -7.341], [-0.234, -2.074, -0.030], [1.343, -3.818, 0.744], [-1.214, 1.951, 4.323], [-7.258, 2.228, -1.124], [-6.941, 2.015, -2.145], [-3.715, 2.146, -7.555], [-6.934, -0.081, -3.865], [5.876, -4.518, 3.755], [-0.412, -3.523, -2.641], [4.860, -5.913, 3.726], [-0.336, 1.392, 4.646], [3.718, 4.120, -2.284], [0.504, 1.954, 4.236], [3.298, 4.835, -2.992], [-3.501, 2.267, -5.856], [-0.363, -4.353, 0.629], [-1.318, 3.537, 6.184], [-0.709, 1.680, -5.848], [-5.346, 1.564, -0.184], [-0.785, 2.630, -5.297], [0.206, 0.834, -5.720], [3.615, -3.467, 4.993], [0.521, -4.052, 0.067], [-4.150, 1.617, -1.459], [-5.713, -1.099, -2.686], [4.157, 6.149, -1.242], [1.378, 0.708, 6.886], [-4.947, 1.008, -1.033], [-2.445, 0.444, -8.364], [2.372, 3.877, -0.490], [4.517, -5.965, 6.459], [-2.917, 3.507, -7.043], [-4.626, 0.048, -0.629], [1.746, 3.041, -1.820], [6.308, -6.122, 4.561], [0.242, -2.769, -0.721], [4.592, 5.222, -1.616], [2.353, 3.914, -1.579], [-1.766, 1.609, -6.690], [-0.159, 0.349, 7.685], [-0.253, 1.568, 6.036], [1.672, 4.762, -1.491], [-0.874, -3.000, -1.803], [5.552, -5.363, 4.363], [0.333, 0.446, 6.717], [4.213, 2.954, -2.930], [3.947, -5.543, 7.301], [-0.616, 2.582, 7.764], [-2.886, 0.027, -6.565], [4.468, -3.690, 5.633], [0.268, -0.475, 6.137], [-6.468, 2.833, -2.689], [-7.793, 1.607, -2.689], [3.648, -0.830, -3.917], [0.919, -4.840, -0.572], [-2.174, 0.384, -7.310], [4.926, -5.059, 5.572], [4.070, -3.454, 6.620], [5.146, 4.765, -0.797], [-6.155, -0.120, -2.929], [-6.046, 0.819, -2.047], [-0.843, 2.545, 6.688], [1.368, -2.156, -1.286], [5.372, 5.544, -2.307], [5.330, -3.040, 5.487], [4.783, -7.175, 6.320], [-1.032, -1.979, -2.150]], "mulliken_spin": [0.00, 0.00, 0.00, 0.00, 0.00, 0.00, 0.00, 0.00, 0.00, 0.00, 0.00, 0.00, 0.00, 0.00, 0.00, -0.02, 0.00, 0.10, 0.00, 0.00, 0.00, 0.00, 0.00, 0.00, 0.00, 0.00, 0.05, 0.00, 0.00, 0.00, 0.00, 0.00, 0.00, 0.00, 0.00, 0.00, 0.00, 0.00, 0.00, -0.05, 0.03, 0.03, 0.00, 0.00, 0.00, 0.00, 0.08, 0.00, 0.00, 0.87, 0.00, 0.00, 0.00, 0.00, 0.00, 0.00, 0.00, 0.00, 0.00, 0.00, 0.00, 0.00, 0.00, 0.00, 0.00, 0.00, 0.92, 0.00, 0.00, 0.00, 0.00], "homo_lumo_gap_ev": [6.69, 5.60], "e_lumo_ha": [-0.0176, -0.0575], "spin_multiplicity": 3}

***

Entry 3:
{"formula": "C18H43CuN6O6P2", "method": "ωB97M-V/def2-TZVPD", "elements": ["H", "H", "O", "H", "H", "H", "N", "H", "H", "H", "H", "C", "C", "H", "H", "N", "H", "H", "H", "O", "H", "N", "H", "H", "H", "C", "H", "C", "C", "H", "C", "H", "H", "H", "H", "H", "C", "H", "O", "N", "C", "C", "N", "C", "H", "H", "H", "C", "N", "H", "C", "O", "H", "C", "H", "H", "H", "C", "H", "H", "C", "P", "P", "H", "H", "C", "C", "H", "H", "O", "H", "H", "Cu", "H", "C", "O"], "coordinates": [[-2.965, -2.231, -1.792], [2.897, -3.773, 0.448], [-1.213, -0.230, 0.984], [-3.425, 2.675, 2.171], [-1.216, 2.800, 4.097], [3.317, 0.323, 3.202], [2.399, 2.069, -0.887], [3.966, 1.659, 2.242], [-0.388, -0.224, 4.695], [2.440, 3.393, 0.760], [2.769, 2.602, -2.880], [2.870, 3.292, -0.235], [-1.015, -1.300, -3.319], [-1.617, 4.332, 1.566], [-1.214, -0.113, -5.157], [-2.931, 0.120, -4.007], [-2.034, 0.328, 4.340], [0.356, 2.174, 4.617], [-0.416, 1.012, -2.291], [0.683, -2.453, 1.130], [1.559, -2.062, 1.015], [2.763, 0.248, 1.193], [-3.188, 1.860, -2.899], [-3.320, -0.718, -0.942], [-4.610, -0.030, -2.784], [-3.156, 2.150, 1.250], [-0.231, 3.763, 0.613], [-0.244, -4.580, 1.687], [3.016, 1.794, -2.191], [4.105, 1.729, -2.113], [-1.460, 0.748, -2.126], [-1.796, 1.864, -3.981], [2.254, -5.395, 0.670], [-2.265, -1.526, -5.100], [-0.281, -5.635, 1.418], [3.985, -1.416, 1.572], [-3.776, -0.656, -3.103], [2.438, -4.329, 2.082], [-0.370, -3.125, -1.203], [-1.731, 2.312, 0.932], [-2.367, 1.251, -3.283], [0.765, -3.878, 0.796], [-0.513, 1.080, 3.060], [3.827, -0.680, 0.782], [4.774, -0.160, 0.611], [-1.089, -2.379, -3.262], [0.043, -1.043, -3.387], [-1.840, -0.720, -4.503], [-1.537, -0.731, -2.045], [-4.185, -1.503, -3.653], [2.179, -4.369, 1.022], [0.650, 1.588, 0.839], [-1.770, 4.086, -0.180], [-1.310, 3.699, 0.730], [2.631, 0.863, -2.597], [0.223, 3.061, 3.096], [-1.248, -0.877, 3.297], [-1.087, 0.016, 3.893], [-1.239, -4.152, 1.549], [2.247, 1.626, 2.700], [3.092, 1.018, 2.393], [1.803, 0.833, -0.006], [-0.749, 1.115, 1.447], [-3.406, 1.096, 1.357], [3.959, 3.302, -0.148], [-0.281, 2.349, 3.751], [0.331, -4.097, -0.668], [2.568, 4.157, -0.826], [-1.773, 1.165, -1.168], [0.594, -5.141, -1.213], [-3.753, 2.559, 0.435], [3.546, -1.199, -0.133], [-0.469, -1.483, -0.346], [0.042, -4.483, 2.735], [-2.950, -1.144, -1.877], [1.337, -0.275, -0.875]], "mulliken_spin": [0.00, 0.00, 0.02, 0.00, 0.00, 0.00, 0.00, 0.00, 0.00, 0.00, 0.00, 0.00, -0.01, 0.00, 0.00, 0.00, 0.00, 0.00, 0.00, 0.04, -0.01, 0.00, 0.00, 0.00, 0.00, 0.00, 0.00, 0.00, 0.00, 0.00, -0.01, 0.00, 0.00, 0.00, 0.00, 0.00, 0.01, 0.00, 0.11, 0.00, 0.01, 0.00, 0.00, 0.00, 0.00, 0.00, 0.00, 0.01, 0.13, 0.00, 0.00, 0.00, 0.00, 0.00, 0.00, 0.00, 0.00, 0.00, 0.00, 0.00, 0.00, 0.00, 0.00, 0.00, 0.00, 0.00, 0.00, 0.00, 0.00, 0.01, 0.00, 0.00, 0.70, 0.00, -0.01, 0.00], "homo_lumo_gap_ev": [8.70, 7.64], "total_charge": 1, "e_lumo_ha": [-0.0730, -0.1142], "spin_multiplicity": 2}

***

Energy above the lowest of the compared OMol25 structures with the same formula, charge and spin
In order: 0.0; 607.1; 15.2
Unit: kJ/mol